Record 1
The following is a quantum chemistry calculation of a 2-piece molecular cluster, C5H14NO2P overall in a non-equilibrium geometry, from the OMol25 dataset.

The calculation puts the energy above the lowest of the compared OMol25 structures with the same formula, charge and spin at 103.3 kcal/mol. Its LUMO energy (spin up / spin down) is -0.0236 / -0.0690 Ha. As for the HOMO energy (spin up / spin down): -9.35 / -7.65 eV. The largest force on an atom comes out at 0.092 Eh/bohr. The frontier orbital gap (spin up / spin down) is 8.70 / 5.77 eV.

```
23
C5H14NO2P wB97M-V/def2-TZVPD
C 1.39 -1.91 2.73
C -2.83 0.98 -1.64
C 1.81 1.06 -1.08
C 2.09 -0.64 2.40
C -1.86 1.81 -2.49
N 0.02 0.92 1.24
O 2.16 -0.41 0.96
O -0.78 1.21 -2.81
P 0.89 0.16 0.18
H 1.89 -2.75 2.17
H 1.48 -1.91 3.84
H 0.39 -1.70 2.39
H -3.44 0.26 -2.16
H -2.19 0.53 -0.90
H -3.55 1.59 -1.02
H 2.11 1.95 -0.54
H 2.63 0.60 -1.43
H 1.19 1.19 -1.97
H 3.14 -0.85 2.74
H 1.51 0.23 2.78
H -1.57 2.70 -1.88
H -2.47 2.43 -3.32
H -0.90 0.93 0.78
```

=====

Record 2
The following is a quantum chemistry calculation of a 3-piece molecular cluster, C5H14NO3 overall in a non-equilibrium geometry, from the OMol25 dataset.

Its LUMO energy (spin up / spin down) is 0.2254 / 0.2247 Ha. As for the spin multiplicity: 2. As for the HOMO energy (spin up / spin down): 3.82 / -1.38 eV. The charge is -2. The largest force on an atom comes out at 0.046 Eh/bohr. The frontier orbital gap (spin up / spin down) is 2.31 / 7.49 eV.

```
23
C5H14NO3 wB97M-V/def2-TZVPD
C -1.11 1.77 0.50
O -1.42 1.97 -0.86
C -1.25 0.29 1.03
C -0.08 -0.23 1.91
C 0.68 -1.43 1.40
C 0.78 -2.54 2.17
N 1.35 -1.28 0.22
H -1.79 2.41 1.06
H -0.04 2.08 0.67
H -1.46 -0.36 0.19
H -2.21 0.21 1.56
H 0.64 0.58 2.07
H -0.48 -0.50 2.90
H 1.35 -3.42 1.89
H 0.34 -2.64 3.14
H 0.95 -0.66 -0.52
H 1.72 -2.11 -0.22
H 2.05 1.29 -4.14
H 0.58 1.14 -3.68
O 1.16 1.44 -4.48
H -0.80 -0.01 -2.78
H -0.85 1.43 -1.60
O -0.13 0.57 -2.43
```

=====

Record 3
The following is a quantum chemistry calculation of one molecule with the formula C5H14NOS in a non-equilibrium geometry, from the OMol25 dataset.

The calculation puts the energy above the lowest of the compared OMol25 structures with the same formula, charge and spin at 46.9 kcal/mol. Its LUMO energy (spin up / spin down) is 0.0249 / 0.0165 Ha. As for the spin multiplicity: 2. As for the HOMO energy (spin up / spin down): -3.49 / -8.71 eV. The largest force on an atom comes out at 0.020 Eh/bohr. The frontier orbital gap (spin up / spin down) is 4.17 / 9.16 eV.

```
22
C5H14NOS wB97M-V/def2-TZVPD
C -0.45 1.62 1.98
O -0.36 1.35 3.38
C -0.02 0.42 1.16
C -0.47 0.55 -0.29
C 0.08 -0.54 -1.22
S 0.20 0.12 -2.89
C 1.16 -1.17 -3.69
N -0.62 -0.81 1.81
H -1.50 1.85 1.75
H 0.16 2.49 1.73
H 0.31 1.92 3.78
H 1.05 0.26 1.24
H -0.27 1.56 -0.66
H -1.55 0.45 -0.30
H 1.00 -0.98 -0.85
H -0.64 -1.37 -1.23
H 0.87 -1.29 -4.72
H 0.97 -2.14 -3.21
H 2.23 -0.96 -3.65
H -1.64 -0.64 2.00
H -0.05 -1.04 2.67
H -0.45 -1.67 1.21
```

=====

Record 4
The following is a quantum chemistry calculation of an isolated ion of composition C5H14NOS and charge +2 in a non-equilibrium geometry, from the OMol25 dataset.

The calculation puts the energy above the lowest of the compared OMol25 structures with the same formula, charge and spin at 30.0 kcal/mol. Its LUMO energy (spin up / spin down) is -0.2832 / -0.4481 Ha. As for the spin multiplicity: 2. As for the HOMO energy (spin up / spin down): -18.18 / -18.18 eV. The charge is +2. The largest force on an atom comes out at 0.055 Eh/bohr. The frontier orbital gap (spin up / spin down) is 10.47 / 5.99 eV.

```
22
C5H14NOS wB97M-V/def2-TZVPD
C -0.35 -2.81 0.06
O 0.19 -3.64 -0.90
C 0.31 -1.39 -0.12
C -0.24 -0.23 0.81
C 0.72 0.98 0.81
S -0.06 2.35 -0.10
C -0.38 3.51 1.26
N -0.07 -0.99 -1.53
H -1.46 -2.65 -0.12
H -0.17 -3.26 1.05
H 1.14 -3.52 -1.00
H 1.35 -1.51 0.14
H -0.29 -0.82 1.72
H -1.28 0.07 0.64
H 1.13 1.18 1.81
H 1.70 0.69 0.37
H -1.38 3.86 0.95
H 0.35 4.30 1.46
H -0.53 2.95 2.20
H 0.05 -1.73 -2.23
H 0.33 -0.04 -1.69
H -1.06 -0.75 -1.60
```

=====

Record 5
The following is a quantum chemistry calculation of one molecule with the formula C5H14NP in a non-equilibrium geometry, from the OMol25 dataset.

The calculation puts the energy above the lowest of the compared OMol25 structures with the same formula, charge and spin at 23.9 kcal/mol. Its LUMO energy is 0.0273 Ha. As for the HOMO energy: -7.79 eV. The SMILES is CCN=P(C)(C)C. The largest force on an atom comes out at 0.086 Eh/bohr. The frontier orbital gap is 8.53 eV.

```
21
C5H14NP wB97M-V/def2-TZVPD
C -2.64 1.15 -0.66
C -1.29 0.88 -1.28
N -0.70 -0.36 -1.05
P 0.54 -0.50 -0.02
C 0.35 -2.30 0.38
C 0.61 0.47 1.56
C 2.21 -0.26 -0.66
H -3.32 0.27 -0.82
H -2.52 1.44 0.32
H -3.18 1.97 -1.25
H -0.61 1.70 -0.91
H -1.47 1.24 -2.42
H 1.17 -2.79 1.06
H -0.62 -2.45 0.78
H 0.33 -2.76 -0.67
H 0.18 1.39 1.24
H -0.04 0.11 2.35
H 1.66 0.35 1.87
H 2.38 -1.12 -1.36
H 2.17 0.59 -1.24
H 2.92 -0.21 0.06
```

=====

Record 6
The following is a quantum chemistry calculation of a 2-piece molecular cluster, C5H14NS overall, from the OMol25 dataset.

The calculation puts the energy above the lowest of the compared OMol25 structures with the same formula, charge and spin at 30.7 kcal/mol. Its LUMO energy is -0.1277 Ha. As for the HOMO energy: -12.85 eV. The charge is +1. The largest force on an atom comes out at 0.019 Eh/bohr. The frontier orbital gap is 9.38 eV.

```
21
C5H14NS wB97M-V/def2-TZVPD
C 1.90 -0.31 -2.60
C 0.58 -0.44 -1.91
C -0.29 0.56 -1.79
H 1.99 -0.98 -3.46
H 1.99 0.71 -2.99
H 2.74 -0.56 -1.95
H 0.33 -1.41 -1.48
H -1.24 0.45 -1.26
H -0.19 1.50 -2.31
C -0.34 0.38 2.19
C -1.32 -0.61 1.59
S -2.28 -1.41 2.95
N 0.47 1.02 1.07
H 0.37 -0.05 2.89
H -0.89 1.20 2.63
H -0.86 -1.38 0.97
H -2.04 -0.04 1.00
H -2.94 -2.25 2.12
H 1.30 1.47 1.47
H -0.05 1.75 0.59
H 0.77 0.39 0.30
```